Computed, not measured: an isolated ion of composition C4H9BrNS and charge +1 at a distorted geometry, with the ωB97M-V functional and the def2-TZVPD basis.

LUMO (alpha / beta) ... -6.08 / -5.37 eV
Charge ... +1
Kohn-Sham gap (alpha / beta) ... 7.074 / 8.231 eV
Relative energy (zero: lowest compared OMol25 entry of this formula, charge and spin) ... 85.0 kcal per mole
HOMO level (alpha / beta) ... -13.16 / -13.60 eV

Each atom is followed by the atoms it is bonded to, with distances in Å.
Geometry (Å):
1 C 0.49355 -0.78233 -0.03957  C2 1.617, N5 1.552, H8 1.171, H9 1.083
2 C -0.14544 -2.06951 0.70216  C1 1.617, S6 1.788, H10 1.098, H11 1.090
3 C -1.77882 0.00596 -0.68674  N5 1.450, Br7 1.872, H12 1.084
4 C -0.08871 1.72705 -0.26784  N5 1.494, H13 1.155, H14 1.088, H15 1.110
5 N -0.56968 0.34614 0.03731  C1 1.552, C3 1.450, C4 1.494, H16 0.963
6 S -1.14865 -3.19444 -0.25985  C2 1.788
7 Br -3.43682 0.43802 0.06811  C3 1.872
8 H 1.39499 -0.34718 0.56903  C1 1.171
9 H 0.68362 -1.08246 -1.06239  C1 1.083
10 H 0.84859 -2.40308 1.02790  C2 1.098
11 H -0.54448 -1.65904 1.62932  C2 1.090
12 H -1.58278 -0.90923 -1.23445  C3 1.084
13 H 0.84880 2.15078 0.25683  C4 1.155
14 H 0.05900 1.97319 -1.31717  C4 1.088
15 H -0.88722 2.45054 -0.00098  C4 1.110
16 H -0.83214 0.39654 0.96300  N5 0.963

Here are the Löwdin charges for atoms 1 to 2, given in e:
1 C -0.1208
2 C -0.6128

=====

Computed, not measured: a 2-piece molecular cluster, C4H9ClNO overall at a distorted geometry, with the ωB97M-V functional and the def2-TZVPD basis.

LUMO (alpha / beta) ... 3.66 / 3.64 eV
Charge ... -1
Kohn-Sham gap (alpha / beta) ... 3.512 / 8.553 eV
HOMO level (alpha / beta) ... 0.15 / -4.91 eV
Spin multiplicity ... 3

Each atom is followed by the atoms it is bonded to, with distances in Å.
Geometry (Å):
1 C -1.96352 0.83040 -0.10047  C4 1.328, H8 1.079, H9 1.079
2 C -0.48342 -0.74915 -1.30153  C4 1.491, H11 1.089, H12 1.098, H13 1.086
3 C -0.44246 -0.62513 1.20287  C4 1.493, H14 1.089, H15 1.089, H16 1.089
4 C -1.05503 -0.13762 -0.06823  C1 1.328, C2 1.491, C3 1.493
5 N 2.17563 0.45708 -0.42709  O6 1.405, Cl7 1.802
6 O 2.68822 1.67664 0.04597  N5 1.405, H10 0.978
7 Cl 3.21707 -0.87339 0.19953  N5 1.802
8 H -2.36358 1.20848 -1.02870  C1 1.079
9 H -2.32267 1.31057 0.79691  C1 1.079
10 H 2.31044 1.84455 0.93262  O6 0.978
11 H -0.53250 -1.83655 -1.25525  C2 1.089
12 H 0.57265 -0.45122 -1.32649  C2 1.098
13 H -0.98977 -0.40072 -2.19671  C2 1.086
14 H -0.77154 -0.04363 2.06251  C3 1.089
15 H -0.67651 -1.67450 1.37492  C3 1.089
16 H 0.63698 -0.53581 1.08914  C3 1.089

Here are the Löwdin charges for atoms 1 to 2, given in e:
1 C 0.0020
2 C -0.0924

=====

| no. | E (a.u.) |
| --- | --- |
| 1 | -3184.3506 |
| 2 | -747.8229 |